1.
{"formula": "H8O4", "method": "ωB97M-V/def2-TZVPD", "fmax_ha_per_bohr": 0.007, "homo_lumo_gap_ev": 11.72, "de_lowest_ev": 1.045, "charge": 0, "species": ["O", "H", "H", "O", "H", "H", "O", "H", "H", "O", "H", "H"], "coordinates": [[-0.3002, -1.7001, 3.4564], [-0.4119, -0.9020, 2.9399], [0.5125, -2.0858, 3.1294], [-1.2032, 0.8302, 0.0444], [-2.0978, 0.4921, 0.0837], [-1.1997, 1.4123, -0.7154], [1.6834, -3.5003, 0.2125], [2.5571, -3.6371, -0.1537], [1.2125, -3.0150, -0.4650], [-0.4331, 3.8681, -2.5417], [-0.8163, 4.1561, -3.3703], [0.4967, 4.0816, -2.6203]], "atomic_forces_ev_per_a": [[-0.17, -0.06, 0.23], [-0.04, 0.23, -0.16], [0.21, -0.16, -0.13], [0.17, -0.15, 0.18], [-0.22, -0.10, 0.05], [0.08, 0.28, -0.23], [-0.06, -0.06, 0.23], [0.24, -0.06, -0.05], [-0.19, 0.15, -0.14], [-0.13, -0.17, 0.19], [-0.15, 0.07, -0.20], [0.26, 0.04, 0.04]], "lowdin_charge": [-0.054, 0.023, 0.025, -0.055, 0.029, 0.019, -0.053, 0.028, 0.029, -0.051, 0.029, 0.031]}

***

2.
{"formula": "C5H11P", "method": "ωB97M-V/def2-TZVPD", "fmax_ha_per_bohr": 0.094, "homo_lumo_gap_ev": [8.48, 7.37], "de_lowest_ev": 4.023, "charge": 0, "species": ["C", "C", "C", "C", "C", "P", "H", "H", "H", "H", "H", "H", "H", "H", "H", "H", "H"], "coordinates": [[2.6753, 1.6753, 0.9626], [-3.0114, 1.1323, 0.0667], [-1.6763, 0.9497, 0.5659], [-3.1035, -0.3633, -0.3841], [3.2136, 1.1678, -0.2242], [-1.2100, -0.4510, -0.5855], [1.9144, 2.4156, 0.9733], [2.9616, 1.4148, 1.9280], [-3.8054, 1.4204, 0.8416], [-3.0637, 1.8037, -0.7412], [-0.8465, 1.7422, 0.6925], [-1.8324, 0.3749, 1.4781], [-3.4010, -0.8780, 0.5299], [-3.7868, -0.7784, -1.1676], [2.7465, 0.3008, -0.5436], [3.3493, 1.9084, -0.9944], [4.2734, 0.9485, -0.0581]], "atomic_forces_ev_per_a": [[-1.71, 1.68, 1.54], [-3.36, -0.45, 0.04], [4.60, 0.24, 1.49], [-0.65, -0.54, -0.50], [3.36, 0.74, -0.93], [-1.17, 0.31, 0.08], [-0.65, 0.57, -0.26], [0.73, -0.78, 1.35], [1.04, -0.22, -1.06], [-0.19, 0.85, -1.17], [-1.75, -0.87, 0.03], [0.69, 0.28, 0.66], [0.24, -0.43, 0.07], [0.59, 0.84, 0.38], [-0.97, -1.81, -1.15], [-0.84, 0.28, -0.70], [0.05, -0.68, 0.14]], "lowdin_charge": [-0.054, -0.369, -0.519, -0.431, -0.206, 0.856, 0.029, 0.025, 0.123, 0.074, 0.087, 0.061, 0.054, 0.067, 0.047, 0.074, 0.080]}

***

3.
{"formula": "C21H24N4O4S", "method": "ωB97M-V/def2-TZVPD", "fmax_ha_per_bohr": 0.020, "homo_lumo_gap_ev": 9.07, "de_lowest_ev": 0.111, "charge": 0, "species": ["O", "C", "C", "C", "C", "C", "C", "S", "O", "O", "N", "C", "C", "C", "C", "O", "N", "C", "C", "C", "C", "C", "C", "N", "C", "C", "C", "C", "C", "N", "H", "H", "H", "H", "H", "H", "H", "H", "H", "H", "H", "H", "H", "H", "H", "H", "H", "H", "H", "H", "H", "H", "H", "H"], "coordinates": [[-0.4861, -5.3006, 0.2971], [0.3544, -4.4343, 0.2200], [1.5035, -4.4364, -0.7635], [1.8451, -3.0262, -1.2333], [2.0509, -2.1185, -0.0600], [2.9167, -1.0399, -0.0831], [2.9518, -0.1556, 0.9796], [3.8649, 1.3778, 0.8129], [5.0156, 1.1533, -0.0114], [4.0381, 1.9366, 2.1220], [2.8781, 2.4277, -0.0203], [1.6689, 2.8683, 0.6244], [0.4685, 1.9821, 0.2810], [0.2975, 1.8432, -1.2409], [-0.7428, 0.7459, -1.4555], [-0.4488, -0.4298, -1.5591], [-2.0146, 1.1912, -1.5016], [-3.1400, 0.2920, -1.4231], [-3.9976, 0.5976, -0.2219], [-4.9979, -0.2785, 0.1896], [-5.7637, 0.0610, 1.2907], [-5.5072, 1.2587, 1.9429], [-4.4907, 2.0613, 1.4542], [-3.7559, 1.7436, 0.4012], [1.6146, 1.4336, -1.9030], [2.7805, 2.3144, -1.4536], [2.1811, -0.3621, 2.1074], [1.3388, -1.4581, 2.1625], [1.2518, -2.3205, 1.0725], [0.3585, -3.3792, 1.0880], [2.3631, -4.8778, -0.2488], [1.2435, -5.0842, -1.6004], [1.0120, -2.6192, -1.8169], [2.7298, -3.0401, -1.8706], [3.5672, -0.8668, -0.9266], [1.4717, 3.8990, 0.3062], [1.8645, 2.8659, 1.6971], [-0.4367, 2.4070, 0.7198], [0.6160, 0.9879, 0.7050], [-0.0576, 2.7907, -1.6577], [-2.2235, 2.1400, -1.2262], [-2.7459, -0.7274, -1.3704], [-3.7510, 0.3761, -2.3318], [-5.1631, -1.2018, -0.3437], [-6.5466, -0.5973, 1.6375], [-6.0800, 1.5592, 2.8057], [-4.2456, 3.0066, 1.9209], [1.8044, 0.3925, -1.6441], [1.5127, 1.4966, -2.9879], [2.6611, 3.3262, -1.8600], [3.7320, 1.9107, -1.8000], [2.2516, 0.3397, 2.9228], [0.7272, -1.6344, 3.0351], [-0.3410, -3.3976, 1.8194]], "atomic_forces_ev_per_a": [[-0.12, -0.16, -0.04], [0.16, -0.26, -0.21], [-0.03, 0.00, -0.17], [-0.02, -0.05, 0.02], [0.03, 0.11, 0.04], [-0.02, -0.22, 0.12], [0.46, 0.64, 0.02], [-0.02, 0.23, 0.00], [-0.22, -0.21, -0.23], [-0.33, -0.14, 0.06], [0.79, -0.48, 0.50], [-0.51, -0.05, 0.47], [0.11, 0.24, -0.08], [0.13, -0.46, 0.11], [0.12, 0.60, -0.24], [0.15, -0.40, 0.05], [-0.51, 0.06, -0.09], [0.12, -0.14, -0.21], [-0.10, -0.12, 0.09], [0.03, 0.15, 0.07], [0.08, 0.04, -0.07], [0.04, -0.02, -0.05], [-0.26, 0.07, 0.31], [0.21, 0.06, -0.27], [-0.04, 0.19, 0.06], [0.06, -0.29, -0.61], [0.01, -0.03, 0.08], [0.01, 0.00, -0.13], [0.41, 0.39, -0.07], [-0.37, 0.20, 0.45], [-0.02, -0.02, 0.00], [-0.04, -0.02, 0.13], [0.04, -0.01, -0.05], [-0.03, 0.03, -0.01], [0.02, -0.04, -0.19], [0.06, -0.03, 0.07], [-0.18, 0.19, -0.01], [-0.03, -0.03, 0.05], [-0.08, 0.03, -0.01], [-0.04, 0.00, -0.01], [0.22, -0.05, 0.03], [-0.10, 0.13, -0.05], [0.05, -0.10, 0.11], [-0.01, -0.11, -0.06], [-0.05, -0.05, 0.02], [-0.03, 0.05, 0.08], [-0.07, 0.05, 0.11], [-0.05, 0.10, -0.12], [0.03, -0.07, -0.04], [0.08, -0.03, 0.05], [-0.09, 0.14, -0.21], [-0.04, 0.04, 0.15], [-0.04, -0.03, 0.11], [0.06, -0.11, -0.16]], "lowdin_charge": [0.076, -0.466, -0.079, -0.118, -0.151, -0.020, -0.270, 0.676, -0.280, -0.284, -0.235, -0.178, -0.111, -0.218, -0.461, 0.067, 0.072, -0.114, -0.260, -0.021, -0.064, -0.066, -0.137, 0.099, -0.119, -0.179, -0.070, 0.004, -0.179, 0.158, 0.136, 0.125, 0.123, 0.125, 0.128, 0.132, 0.116, 0.121, 0.104, 0.148, 0.126, 0.127, 0.133, 0.115, 0.107, 0.101, 0.106, 0.089, 0.129, 0.131, 0.114, 0.117, 0.116, 0.161]}

***

4.
{"formula": "C62H52I2N3NaO3P2S2Se2", "method": "ωB97M-V/def2-TZVPD", "fmax_ha_per_bohr": 0.022, "homo_lumo_gap_ev": 4.38, "de_lowest_ev": 0.198, "charge": -2, "species": ["Na", "C", "C", "C", "C", "C", "C", "C", "S", "O", "C", "C", "C", "C", "C", "C", "C", "C", "C", "C", "C", "C", "C", "C", "C", "C", "C", "C", "C", "C", "S", "O", "C", "C", "C", "C", "C", "C", "C", "H", "H", "H", "H", "H", "H", "H", "H", "H", "H", "H", "H", "H", "H", "H", "H", "H", "H", "H", "H", "H", "H", "H", "H", "H", "H", "Se", "P", "C", "C", "C", "C", "C", "C", "C", "C", "C", "C", "C", "C", "C", "C", "N", "N", "N", "P", "Se", "C", "C", "C", "C", "C", "C", "C", "C", "C", "C", "C", "C", "H", "H", "H", "H", "H", "H", "H", "H", "H", "H", "H", "H", "H", "H", "H", "H", "H", "H", "H", "H", "I", "C", "H", "H", "O", "H", "H", "I", "C", "H", "H"], "coordinates": [[-0.7822, 0.6429, 0.1901], [1.1069, 8.7374, -2.9572], [0.7480, 7.4243, -2.3133], [0.2617, 7.3815, -1.0065], [-0.0234, 6.1728, -0.3942], [0.1658, 4.9948, -1.1014], [0.6087, 5.0094, -2.4160], [0.9068, 6.2301, -3.0085], [-0.1009, 3.4009, -0.3425], [-1.5206, 3.2579, 0.1040], [0.9174, 3.7027, 1.1214], [0.2582, 3.7678, 2.3643], [1.0018, 3.8974, 3.4950], [2.4182, 3.9330, 3.4309], [3.2051, 3.9676, 4.6111], [4.5657, 3.9447, 4.5493], [5.2162, 3.8826, 3.2929], [4.4888, 3.8392, 2.1405], [3.0672, 3.8610, 2.1774], [2.2766, 3.7401, 0.9983], [2.9154, 3.5782, -0.3531], [3.4281, 4.7223, -1.0511], [3.3950, 6.0217, -0.4797], [3.8581, 7.1018, -1.1709], [4.3798, 6.9448, -2.4775], [4.4103, 5.7106, -3.0547], [3.9276, 4.5714, -2.3621], [3.8962, 3.2910, -2.9817], [3.4002, 2.2185, -2.3189], [2.9247, 2.3677, -0.9904], [2.1838, 0.9599, -0.1263], [0.9827, 0.5935, -0.9608], [3.4014, -0.2820, -0.5147], [3.0330, -1.3454, -1.3125], [3.9524, -2.3658, -1.5332], [5.2162, -2.3298, -0.9603], [6.1881, -3.4624, -1.1638], [5.5534, -1.2467, -0.1449], [4.6486, -0.2299, 0.0960], [1.0027, 9.5637, -2.2540], [0.4667, 8.9467, -3.8167], [2.1395, 8.7249, -3.3136], [0.1308, 8.3060, -0.4549], [-0.3706, 6.1397, 0.6316], [0.7304, 4.0701, -2.9505], [1.2816, 6.2505, -4.0264], [-0.8190, 3.6580, 2.3896], [0.5197, 3.9088, 4.4648], [2.6947, 3.9813, 5.5669], [5.1510, 3.9490, 5.4604], [6.2981, 3.8547, 3.2480], [4.9915, 3.7772, 1.1830], [2.9827, 6.1442, 0.5135], [3.8182, 8.0864, -0.7215], [4.7443, 7.8082, -3.0209], [4.7901, 5.5819, -4.0619], [4.2532, 3.1907, -4.0002], [3.3447, 1.2469, -2.7942], [2.0269, -1.3900, -1.7091], [3.6616, -3.2179, -2.1362], [5.8702, -4.1109, -1.9797], [6.2629, -4.0769, -0.2642], [7.1892, -3.0903, -1.3908], [6.5293, -1.2190, 0.3283], [4.8981, 0.5890, 0.7630], [-0.6119, -6.3441, -1.9035], [-1.5525, -5.3500, -0.2750], [-1.1875, -6.1445, 1.3330], [-1.2195, -5.4174, 2.5201], [-1.0146, -6.0561, 3.7348], [-0.7707, -7.4228, 3.7722], [-0.7286, -8.1482, 2.5894], [-0.9331, -7.5099, 1.3727], [-3.3663, -5.4843, -0.3278], [-3.9918, -6.1695, -1.3616], [-5.3657, -6.3710, -1.3248], [-6.1157, -5.8807, -0.2648], [-5.4942, -5.1893, 0.7674], [-4.1214, -4.9993, 0.7386], [-1.0508, -3.6513, -0.0089], [-1.5381, -2.3457, -0.1030], [-0.5732, -1.5473, 0.3871], [0.4637, -2.3040, 0.7304], [0.2041, -3.5705, 0.4995], [-3.1275, -1.6293, -0.6218], [-2.9243, 0.3184, -1.5903], [-4.1566, -1.6935, 0.7679], [-3.5504, -1.7268, 2.1682], [-4.5160, -2.3988, 3.1168], [-5.8443, -2.3838, 2.8937], [-6.4194, -1.8695, 1.6783], [-5.5556, -1.5804, 0.6509], [-3.6195, -2.7164, -2.0233], [-4.9524, -2.9594, -2.3449], [-5.2887, -3.6227, -3.5172], [-4.2977, -4.0693, -4.3794], [-2.9657, -3.8528, -4.0546], [-2.6299, -3.1725, -2.8945], [-1.3795, -4.3462, 2.4977], [-1.0322, -5.4767, 4.6491], [-0.6015, -7.9182, 4.7210], [-0.5267, -9.2126, 2.6108], [-0.8835, -8.0609, 0.4409], [-3.3907, -6.5467, -2.1794], [-5.8505, -6.9008, -2.1366], [-7.1898, -6.0269, -0.2457], [-6.0647, -4.7743, 1.5861], [-3.6577, -4.4623, 1.5543], [-2.6150, -2.3047, 2.1487], [-4.1174, -2.8250, 4.0330], [-6.5042, -2.8044, 3.6500], [-7.4904, -1.7779, 1.5583], [-5.9773, -1.2549, -0.2942], [-5.7389, -2.6445, -1.6784], [-6.3323, -3.8051, -3.7459], [-4.5603, -4.5989, -5.2880], [-2.1774, -4.2205, -4.6996], [-1.5868, -2.9955, -2.6677], [-4.5813, 1.1122, 3.0008], [-3.0515, -0.3715, 2.7057], [-2.3655, 0.1190, 2.0179], [-2.5643, -0.4689, 3.6725], [0.1139, 1.6672, -3.4281], [0.4557, 1.2263, -2.6321], [-0.8129, 1.3908, -3.4037], [0.2209, 0.6521, 4.5980], [0.9307, 0.7069, 2.5015], [1.2009, -0.3467, 2.3467], [1.8766, 1.2520, 2.6518]], "atomic_forces_ev_per_a": [[-0.58, 0.49, 0.84], [0.00, -0.02, -0.01], [-0.08, 0.01, 0.03], [-0.01, -0.01, -0.02], [0.00, 0.10, -0.10], [-0.13, 0.16, 0.05], [-0.05, 0.04, 0.03], [-0.05, -0.03, -0.04], [-0.28, -0.07, -0.03], [0.56, 0.26, 0.09], [-0.37, 0.05, -0.03], [0.07, 0.04, -0.11], [0.01, 0.13, 0.14], [-0.02, -0.01, 0.10], [-0.16, 0.03, -0.06], [0.16, -0.02, -0.13], [0.00, 0.01, 0.20], [-0.20, 0.05, -0.06], [0.18, -0.10, -0.05], [0.35, -0.08, -0.17], [-0.11, 0.28, 0.13], [-0.02, 0.06, 0.14], [0.05, -0.19, 0.04], [0.15, 0.02, -0.20], [-0.05, 0.11, 0.22], [-0.02, -0.15, 0.00], [0.10, -0.02, -0.13], [0.03, 0.19, -0.02], [-0.11, -0.11, 0.18], [0.13, -0.28, -0.09], [-0.07, -0.09, -0.18], [1.04, 0.06, -0.32], [0.05, 0.07, -0.01], [0.04, -0.12, 0.02], [-0.07, 0.02, 0.01], [-0.01, 0.00, 0.00], [0.01, 0.02, -0.01], [0.03, -0.04, 0.02], [0.01, 0.00, -0.07], [-0.01, 0.00, 0.01], [-0.01, -0.02, -0.01], [0.00, -0.02, 0.00], [0.00, 0.01, -0.01], [-0.01, -0.01, 0.00], [-0.02, 0.03, 0.02], [0.00, 0.00, 0.01], [0.01, 0.00, -0.01], [0.04, -0.01, -0.04], [-0.01, 0.00, -0.02], [0.02, 0.01, -0.01], [0.00, 0.00, 0.01], [-0.01, -0.01, -0.02], [0.00, -0.02, 0.01], [-0.01, 0.01, -0.01], [0.01, 0.01, 0.01], [0.00, -0.01, 0.00], [0.01, 0.01, 0.01], [0.00, -0.02, 0.04], [0.02, 0.01, -0.01], [-0.01, 0.01, 0.00], [0.00, 0.01, 0.00], [-0.02, 0.01, 0.01], [0.00, 0.00, 0.00], [-0.01, 0.00, -0.01], [0.00, 0.00, -0.02], [-0.02, 0.02, 0.03], [0.03, 0.13, -0.08], [0.07, -0.01, -0.02], [-0.02, 0.01, 0.05], [0.00, 0.00, -0.05], [0.00, 0.02, -0.04], [0.00, 0.03, -0.03], [-0.03, -0.03, 0.04], [-0.03, -0.04, 0.02], [-0.04, -0.03, 0.05], [0.04, 0.03, -0.03], [0.04, 0.03, 0.00], [0.02, -0.01, -0.07], [-0.03, 0.04, 0.00], [0.17, -0.27, 0.10], [-0.36, 0.02, 0.03], [-0.14, -0.66, -0.21], [-0.07, 0.00, -0.05], [-0.02, 0.17, 0.03], [0.18, -0.08, -0.31], [-0.02, -0.23, 0.04], [-0.12, -0.07, 0.24], [-0.02, 0.02, -0.08], [0.00, 0.09, -0.03], [-0.15, 0.05, -0.03], [0.20, -0.12, 0.08], [-0.01, 0.11, 0.04], [-0.01, 0.08, -0.02], [0.01, -0.07, -0.01], [0.04, -0.02, 0.05], [0.03, -0.02, 0.06], [-0.01, -0.02, -0.01], [-0.04, 0.03, 0.01], [0.01, -0.03, 0.00], [0.00, 0.00, 0.00], [-0.01, 0.00, 0.00], [0.00, 0.00, 0.00], [0.01, 0.00, 0.01], [-0.01, 0.01, -0.02], [0.00, 0.00, 0.00], [0.01, 0.00, 0.00], [-0.01, 0.02, 0.01], [0.03, 0.01, 0.00], [0.03, -0.04, 0.00], [0.01, -0.03, -0.02], [0.01, -0.01, -0.01], [0.00, 0.00, 0.01], [0.00, 0.01, -0.06], [-0.03, 0.01, 0.06], [0.00, 0.01, 0.01], [0.00, 0.01, 0.00], [0.00, 0.00, 0.01], [0.01, 0.01, 0.00], [0.00, 0.03, 0.03], [-0.15, -0.06, -0.13], [0.03, -0.11, 0.03], [0.00, -0.01, 0.03], [-0.12, -0.01, -0.01], [0.17, 0.03, 0.07], [-0.06, 0.01, -0.07], [-0.01, -0.06, 0.11], [-0.19, 0.18, -0.29], [0.05, 0.00, 0.07], [-0.06, -0.05, 0.01]], "lowdin_charge": [-0.066, -0.052, -0.283, -0.044, -0.050, -0.344, -0.052, -0.037, 1.012, -0.466, -0.306, -0.073, -0.075, -0.159, -0.030, -0.090, -0.089, -0.024, -0.113, -0.172, -0.145, -0.111, -0.010, -0.081, -0.097, -0.044, -0.162, -0.013, -0.034, -0.262, 1.052, -0.556, -0.363, -0.050, -0.019, -0.274, -0.060, -0.047, -0.062, 0.071, 0.078, 0.065, 0.108, 0.122, 0.105, 0.119, 0.121, 0.091, 0.113, 0.094, 0.094, 0.113, 0.125, 0.105, 0.097, 0.109, 0.115, 0.124, 0.115, 0.117, 0.071, 0.081, 0.072, 0.109, 0.113, 0.211, 0.560, -0.328, -0.078, -0.077, -0.106, -0.100, -0.108, -0.333, -0.123, -0.101, -0.090, -0.065, -0.066, -0.460, -0.412, -0.044, -0.032, -0.012, 0.608, 0.348, -0.399, -0.430, -0.127, -0.186, -0.184, -0.193, -0.343, -0.085, -0.101, -0.105, -0.094, -0.114, 0.097, 0.102, 0.091, 0.092, 0.060, 0.048, 0.095, 0.094, 0.091, 0.090, 0.101, 0.094, 0.089, 0.068, 0.089, 0.085, 0.096, 0.090, 0.098, 0.101, 0.728, -0.573, 0.007, -0.012, -0.100, -0.021, -0.015, 0.487, -0.661, -0.117, -0.119]}